{"formula": "C6H15NS", "method": "ωB97M-V with the def2-TZVPD basis set", "e_tot_ha": -690.4234, "homo_ev": -8.944, "orbital_gap_ev": 8.3362, "charge": 0, "e_above_lowest_kj_mol": 309.8, "species": ["C", "C", "S", "C", "N", "C", "C", "C", "H", "H", "H", "H", "H", "H", "H", "H", "H", "H", "H", "H", "H", "H", "H"], "positions_angstrom": [[-0.637, -0.380, 2.158], [-2.121, -0.820, 1.858], [-3.147, 0.648, 1.495], [-0.054, 0.474, 1.005], [0.479, -0.356, 0.002], [2.081, -0.769, -1.755], [1.313, 0.310, -1.022], [0.341, 1.136, -2.003], [-0.752, 0.117, 3.147], [-0.048, -1.280, 2.378], [-2.325, -1.414, 2.791], [-2.265, -1.397, 1.012], [-2.677, 0.626, -0.395], [-0.984, 0.954, 0.594], [0.686, 1.102, 1.457], [1.152, -0.973, 0.465], [3.047, -1.018, -1.205], [1.582, -1.777, -1.781], [2.315, -0.412, -2.761], [1.902, 1.140, -0.716], [0.790, 1.565, -2.916], [-0.148, 1.965, -1.446], [-0.533, 0.560, -2.361]], "atomic_forces_ev_per_a": [[-1.3, -0.2, -0.2], [1.6, 0.9, 2.3], [0.4, -0.5, -3.3], [-2.2, -0.1, 1.6], [2.1, -1.0, -0.9], [1.4, -0.9, 0.6], [-3.2, 0.1, -2.2], [-0.8, -0.4, 0.4], [0.5, 0.3, -0.8], [0.1, 0.1, -0.3], [-1.0, 0.8, -1.0], [0.1, -1.5, -1.4], [-1.2, 0.1, 3.9], [1.7, 0.5, 0.5], [0.4, 1.2, 0.0], [-0.4, -0.2, -0.1], [-0.9, 0.5, -0.7], [-0.1, 1.2, -0.2], [0.2, -0.4, 0.1], [1.2, 0.3, 1.2], [0.3, -0.2, 0.6], [0.6, -0.3, -0.2], [0.5, -0.3, 0.2]], "lowdin_charge": [-0.251, -0.601, 0.599, -0.317, -0.061, -0.084, -0.430, -0.074, 0.106, 0.101, 0.090, 0.011, 0.127, 0.008, 0.109, 0.110, 0.089, 0.091, 0.068, 0.111, 0.068, 0.064, 0.065]}



{"formula": "C6H15O2", "method": "ωB97M-V with the def2-TZVPD basis set", "e_tot_ha": -387.9584, "homo_ev": -3.696, "orbital_gap_ev": 7.2348, "charge": -1, "e_above_lowest_kj_mol": 362.8, "species": ["C", "O", "C", "C", "C", "C", "C", "H", "H", "H", "H", "H", "H", "H", "H", "H", "H", "H", "H", "H", "H", "H", "O"], "positions_angstrom": [[0.619, -2.400, 0.663], [1.917, -2.142, 0.994], [-0.016, -1.359, -0.489], [-0.544, -0.123, 0.122], [-1.641, 0.578, -0.808], [-0.982, 1.764, -1.425], [-1.565, 3.077, -1.012], [0.000, -1.912, 1.533], [0.739, -3.267, 0.251], [-0.528, -1.837, -1.416], [0.982, -1.174, -1.058], [-1.000, -0.212, 0.979], [0.400, 0.532, 0.204], [-1.834, -0.202, -1.637], [-2.578, 0.770, -0.278], [-1.083, 1.793, -2.579], [0.117, 1.882, -1.427], [-2.059, 3.078, -0.031], [-0.838, 3.870, -1.036], [-2.233, 3.561, -1.722], [1.453, 0.818, 1.698], [1.775, -1.058, 1.398], [2.016, 0.159, 1.858]], "atomic_forces_ev_per_a": [[-1.4, 7.8, 1.7], [0.2, 1.9, 0.4], [3.6, -2.8, -2.1], [1.8, 2.7, -5.5], [2.0, -2.6, -0.9], [0.0, 1.7, -3.8], [-0.5, 1.8, 0.4], [0.0, -2.6, -0.7], [-1.4, -6.0, -1.8], [-0.3, 0.4, 2.0], [-1.3, 0.3, 0.9], [-1.9, -1.1, 5.0], [-1.9, -0.7, 0.3], [-0.2, 1.2, 1.3], [0.2, 0.3, -0.1], [-0.3, -0.5, 1.4], [-0.4, -0.9, 1.0], [0.2, 0.0, -0.2], [0.9, 0.2, 0.6], [-0.9, -0.7, -0.2], [-3.5, 3.9, -0.9], [1.8, -0.1, 0.0], [3.2, -4.2, 1.1]], "lowdin_charge": [-0.330, -0.221, -0.200, -0.244, -0.192, -0.316, -0.150, 0.125, 0.028, 0.100, 0.121, 0.037, 0.117, 0.107, 0.098, 0.119, 0.111, 0.075, 0.054, 0.057, -0.179, 0.001, -0.318]}



{"formula": "C6H16", "method": "ωB97M-V with the def2-TZVPD basis set", "e_tot_ha": -238.1845, "homo_ev": -11.318, "orbital_gap_ev": 12.6138, "charge": 0, "e_above_lowest_kj_mol": 31.5, "smiles": "CCC.CCC", "species": ["C", "C", "C", "H", "H", "H", "H", "H", "H", "H", "H", "C", "C", "C", "H", "H", "H", "H", "H", "H", "H", "H"], "positions_angstrom": [[-0.558, -2.254, 5.969], [-1.029, -1.673, 4.624], [-2.542, -1.922, 4.442], [-1.316, -2.042, 6.742], [0.391, -1.777, 6.267], [-0.402, -3.345, 5.918], [-0.796, -0.597, 4.510], [-0.460, -2.224, 3.850], [-2.781, -1.442, 3.478], [-3.167, -1.465, 5.227], [-2.791, -2.994, 4.373], [2.649, 1.825, -5.357], [1.359, 2.568, -5.088], [0.187, 1.652, -4.669], [3.326, 2.518, -5.884], [2.469, 0.949, -6.003], [3.145, 1.483, -4.433], [1.557, 3.299, -4.281], [1.090, 3.137, -5.999], [0.451, 1.045, -3.786], [-0.103, 0.973, -5.488], [-0.678, 2.286, -4.414]], "atomic_forces_ev_per_a": [[0.2, 0.6, 0.2], [-0.1, -0.9, 0.4], [0.4, 0.4, -0.9], [0.4, -0.1, -0.1], [-0.3, -0.3, 0.1], [-0.1, 0.4, 0.0], [-0.1, -0.5, 0.2], [-0.4, 0.5, 0.0], [-0.5, -0.3, 0.3], [0.4, -0.1, -0.2], [0.2, 0.4, 0.1], [0.4, -0.1, -0.3], [-0.4, 0.1, 0.3], [0.1, 0.5, -0.1], [0.0, -0.5, 0.2], [0.2, 0.3, 0.2], [-0.2, 0.1, -0.3], [-0.3, -0.2, -0.4], [0.0, -0.2, 0.5], [-0.1, 0.2, -0.3], [0.1, 0.2, 0.3], [0.2, -0.4, -0.1]], "lowdin_charge": [-0.141, -0.327, -0.140, 0.066, 0.065, 0.072, 0.100, 0.098, 0.064, 0.070, 0.072, -0.148, -0.343, -0.131, 0.069, 0.072, 0.073, 0.101, 0.101, 0.071, 0.069, 0.065]}



{"formula": "C6H16", "method": "ωB97M-V with the def2-TZVPD basis set", "e_tot_ha": -238.1797, "homo_ev": -11.226, "orbital_gap_ev": 12.3536, "charge": 0, "e_above_lowest_kj_mol": 44.3, "smiles": "CCC.CCC", "species": ["C", "C", "C", "H", "H", "H", "H", "H", "H", "H", "H", "C", "C", "C", "H", "H", "H", "H", "H", "H", "H", "H"], "positions_angstrom": [[0.153, -2.022, -1.573], [-0.843, -0.849, -1.466], [-1.668, -0.748, -2.737], [-0.300, -2.872, -2.082], [0.529, -2.314, -0.595], [1.006, -1.667, -2.146], [-1.460, -0.964, -0.572], [-0.286, 0.075, -1.292], [-2.470, -0.012, -2.643], [-1.079, -0.433, -3.598], [-2.270, -1.643, -2.912], [1.242, 0.057, 1.470], [0.303, 1.310, 1.650], [0.760, 2.295, 2.700], [0.691, -0.751, 1.943], [1.327, -0.126, 0.400], [2.221, 0.227, 1.912], [0.165, 1.755, 0.661], [-0.706, 0.973, 1.887], [1.820, 2.580, 2.646], [0.224, 3.245, 2.649], [0.642, 1.882, 3.698]], "atomic_forces_ev_per_a": [[-0.1, 0.8, 0.2], [0.4, -0.4, 0.1], [-1.1, 0.6, 0.4], [0.1, -0.1, 0.1], [0.0, -0.2, 0.0], [0.2, -0.3, -0.2], [-0.2, -0.1, -0.2], [0.0, 0.0, -0.1], [0.2, 0.4, 0.1], [0.1, -0.4, -0.1], [0.6, -0.3, -0.3], [-1.4, 1.1, 0.1], [0.4, -0.6, -0.7], [0.4, 0.6, 0.2], [0.6, -0.5, 0.0], [0.2, -0.3, 0.1], [0.0, -0.2, 0.0], [0.3, 0.4, 0.1], [0.0, -0.1, 0.2], [-0.1, -0.3, -0.4], [-0.2, -0.1, 0.1], [-0.2, 0.0, 0.1]], "lowdin_charge": [-0.122, -0.326, -0.134, 0.067, 0.055, 0.069, 0.099, 0.082, 0.064, 0.074, 0.071, -0.095, -0.316, -0.139, 0.065, 0.041, 0.064, 0.085, 0.092, 0.070, 0.066, 0.069]}